Computed, not measured: a molecular structure, C22H21Cl2F10MnN5O4S in a non-equilibrium geometry, with ωB97M-V/def2-TZVPD.

## Properties
Total charge ... -2
ΔE to the lowest compared entry with this formula, charge and spin ... 126.5 kJ/mol
Highest occupied orbital energy (alpha / beta) ... -1.37 / -1.89 eV
2S+1 ... 6

Positions of all 66 atoms, in Å:
Mn: 0.108 -1.003 0.078
C: 3.429 -0.509 -0.226
N: 2.352 -1.481 -0.152
C: 2.349 -2.387 -1.300
C: 1.688 -1.785 -2.553
N: 0.709 -0.760 -2.232
C: -0.022 -0.288 -3.247
C: -0.264 -0.831 -4.541
F: 0.321 -1.988 -4.947
C: -1.112 -0.257 -5.473
F: -1.307 -0.881 -6.655
C: -1.769 0.928 -5.227
F: -2.619 1.472 -6.132
C: -1.521 1.541 -4.008
F: -2.090 2.741 -3.745
C: -0.674 0.972 -3.093
F: -0.409 1.698 -1.993
C: 2.407 -2.189 1.146
C: 1.780 -1.418 2.311
N: 0.334 -1.455 2.237
C: -0.352 -1.073 3.317
C: 0.084 -0.332 4.443
F: 1.361 0.129 4.527
C: -0.739 0.002 5.505
F: -0.236 0.723 6.532
C: -2.065 -0.367 5.527
F: -2.874 -0.022 6.560
C: -2.550 -1.094 4.446
F: -3.839 -1.488 4.455
C: -1.732 -1.432 3.396
F: -2.254 -2.168 2.410
H: 4.403 -1.024 -0.221
H: 3.388 0.179 0.615
H: 3.329 0.075 -1.142
H: 1.818 -3.287 -1.008
H: 3.382 -2.676 -1.550
H: 1.276 -2.641 -3.093
H: 2.477 -1.359 -3.198
H: 3.450 -2.378 1.452
H: 1.910 -3.152 1.050
H: 2.187 -0.396 2.331
H: 2.187 -1.915 3.204
C: 1.200 4.377 -0.910
N: -0.013 3.873 -0.329
C: -1.198 4.699 -0.217
C: -2.175 3.735 0.454
N: -1.257 2.889 1.203
C: -0.035 2.876 0.585
S: 1.146 1.769 0.920
H: 0.983 4.788 -1.897
H: 1.901 3.552 -1.010
H: 1.653 5.156 -0.284
H: -1.538 5.028 -1.200
H: -1.004 5.583 0.407
H: -2.728 3.155 -0.292
H: -2.879 4.247 1.109
H: -1.563 1.975 1.512
O: 0.548 -5.047 1.226
Cl: -0.321 -4.796 0.099
O: 0.220 -5.440 -1.075
O: -1.642 -5.283 0.371
O: -0.372 -3.364 -0.150
Cl: -2.722 -1.169 -1.067
C: -1.890 0.037 0.106
H: -2.507 -0.058 1.006
H: -2.108 0.992 -0.372

***

Computed, not measured: 2 unconnected molecules or ions with the total composition C9H25N5 in a non-equilibrium geometry, with ωB97M-V/def2-TZVPD.

## Properties
Total charge ... +2
ΔE to the lowest compared entry with this formula, charge and spin ... 512.9 kJ/mol
Highest occupied orbital energy (alpha / beta) ... -15.08 / -14.74 eV

Positions of all 39 atoms, in Å:
C: 0.857 0.300 0.488
C: -1.151 2.288 -1.293
C: -0.365 1.491 2.182
C: 1.398 -1.030 -1.313
C: 3.722 0.928 0.740
C: 4.077 -1.472 0.070
C: -2.937 -1.104 1.241
C: -2.994 -2.101 -0.980
C: -2.027 0.951 -1.363
N: 0.823 1.240 1.362
N: 1.828 -0.290 -0.121
N: -1.667 -0.154 -0.503
N: 3.215 -0.291 0.094
N: -2.866 -0.878 -0.164
H: -1.775 3.016 -1.976
H: -1.146 2.769 -0.284
H: -0.283 2.200 -1.948
H: -0.896 0.607 2.307
H: -0.928 2.281 1.728
H: 0.009 1.783 3.193
H: 2.126 -1.103 -2.072
H: 1.192 -1.948 -1.018
H: 0.438 -0.749 -1.734
H: 3.355 1.800 0.061
H: 3.420 1.042 1.886
H: 4.784 0.702 0.888
H: 3.707 -2.286 -0.427
H: 4.949 -1.188 -0.481
H: 4.340 -1.667 1.121
H: -3.724 -1.901 1.430
H: -2.015 -1.450 1.645
H: -3.143 -0.153 1.629
H: -3.905 -2.522 -0.746
H: -2.931 -1.809 -2.090
H: -2.264 -2.907 -0.801
H: -3.062 1.292 -1.123
H: -1.963 0.595 -2.400
H: 1.440 2.070 1.359
H: -3.639 -0.352 -0.589

***

Computed, not measured: a molecular structure, C15H48AsF6N2O9 in a non-equilibrium geometry, with ωB97M-V/def2-TZVPD.

## Properties
Total charge ... -1
Highest occupied orbital energy ... -8.18 eV

Positions of all 81 atoms, in Å:
As: 0.101 0.287 0.654
F: -1.553 -0.037 1.208
F: 0.022 1.842 1.541
F: 1.777 0.635 0.238
F: 0.038 -1.197 -0.328
F: -0.413 1.281 -0.749
F: 0.690 -0.593 2.061
C: -3.681 3.240 5.286
O: -2.829 4.164 4.558
H: -3.090 2.736 6.051
H: -4.477 3.737 5.840
H: -4.103 2.467 4.644
H: -2.213 3.691 3.993
C: 1.600 6.472 -0.246
O: 2.024 7.812 -0.421
H: 1.033 6.075 -1.088
H: 2.422 5.785 -0.047
H: 1.009 6.543 0.667
H: 2.562 7.794 -1.215
C: 0.758 -5.898 2.561
O: 0.772 -7.208 3.072
H: 1.007 -6.060 1.512
H: -0.184 -5.386 2.754
H: 1.567 -5.311 2.995
H: 1.358 -7.234 3.832
C: -5.317 3.253 -0.388
O: -6.433 3.476 -1.231
H: -4.596 4.069 -0.342
H: -5.705 2.983 0.595
H: -4.751 2.416 -0.797
H: -6.083 3.804 -2.062
C: -4.522 -4.306 0.466
O: -3.595 -4.451 -0.560
H: -5.256 -3.504 0.391
H: -5.080 -5.240 0.408
H: -4.162 -4.333 1.494
H: -2.935 -3.764 -0.445
C: -0.449 4.338 -5.444
O: -0.457 5.011 -6.450
N: 0.560 3.629 -5.012
N: -1.396 4.384 -4.625
H: 0.505 3.129 -4.136
H: 1.376 3.697 -5.603
H: -2.194 4.892 -4.980
H: -1.554 3.749 -3.856
C: -3.636 -1.414 -4.954
C: -3.069 -2.418 -5.903
C: -1.586 -2.214 -6.336
O: -3.321 -3.712 -5.474
H: -3.563 -0.429 -5.415
H: -3.097 -1.221 -4.026
H: -4.649 -1.589 -4.590
H: -3.609 -2.303 -6.843
H: -1.226 -2.901 -7.103
H: -0.853 -2.367 -5.544
H: -1.461 -1.190 -6.688
H: -3.388 -3.545 -4.531
C: 1.528 0.394 9.246
C: 1.323 0.734 7.783
C: 1.817 2.117 7.350
O: 1.920 -0.347 7.022
H: 2.577 0.301 9.526
H: 1.088 -0.597 9.361
H: 1.005 1.072 9.920
H: 0.257 0.695 7.559
H: 1.584 2.300 6.301
H: 2.867 2.220 7.623
H: 1.275 2.836 7.965
H: 1.561 -0.326 6.132
C: 5.348 -3.049 -2.487
C: 6.586 -3.076 -3.383
C: 7.874 -3.262 -2.612
O: 6.456 -4.120 -4.259
H: 4.422 -2.955 -3.055
H: 5.609 -2.270 -1.771
H: 5.247 -3.961 -1.899
H: 6.766 -2.160 -3.945
H: 8.742 -3.249 -3.270
H: 7.980 -4.168 -2.016
H: 8.106 -2.412 -1.970
H: 7.369 -4.282 -4.507

***

Computed, not measured: a single C4H7NO molecule, with ωB97M-V/def2-TZVPD.

## Properties
ΔE to the lowest compared entry with this formula, charge and spin ... 88.6 kJ/mol
SMILES ... [H]/N=C1/CCCO1
Highest occupied orbital energy ... -9.86 eV

Positions of all 13 atoms, in Å:
N: 2.362 0.100 0.671
C: 1.157 0.128 0.295
C: 0.092 -0.925 0.598
C: -1.120 -0.478 -0.226
C: -0.804 0.968 -0.581
O: 0.624 1.086 -0.519
H: 2.888 0.885 0.276
H: 0.365 -1.850 0.123
H: -0.014 -1.106 1.673
H: -2.090 -0.646 0.248
H: -1.093 -1.077 -1.133
H: -1.245 1.666 0.136
H: -1.112 1.219 -1.597

***

Computed, not measured: a molecular structure, C36H35Br3FN4O4W in a non-equilibrium geometry, with ωB97M-V/def2-TZVPD.

## Properties
Total charge ... +1
Highest occupied orbital energy (alpha / beta) ... -9.98 / -10.44 eV
2S+1 ... 3

Positions of all 84 atoms, in Å:
W: -0.269 -0.502 -0.094
Br: 2.156 1.562 -4.001
C: 2.249 -0.218 -3.434
C: 3.142 -1.112 -4.078
C: 3.254 -2.407 -3.680
Br: 4.461 -3.549 -4.573
C: 2.473 -2.895 -2.598
C: 2.505 -4.212 -2.089
C: 1.699 -4.560 -1.048
C: 0.850 -3.585 -0.484
N: 0.803 -2.355 -0.923
C: 1.598 -1.993 -1.973
C: 1.477 -0.639 -2.391
O: 0.628 0.139 -1.738
H: 3.745 -0.747 -4.897
H: 3.175 -4.936 -2.534
H: 1.708 -5.559 -0.637
H: 0.207 -3.844 0.351
C: 3.668 1.042 -0.058
C: 2.534 2.055 0.127
C: 3.069 3.460 -0.174
C: 1.895 2.010 1.514
C: 2.709 2.261 2.612
C: 2.189 2.319 3.895
C: 0.825 2.174 4.066
C: -0.033 1.925 2.989
C: -1.525 1.967 3.282
C: -2.313 0.720 2.902
C: -2.176 3.218 2.684
C: 0.531 1.788 1.728
N: -0.278 1.417 0.578
C: -0.600 2.527 -0.245
C: -0.169 3.829 -0.006
C: -0.542 4.872 -0.843
C: -1.369 4.650 -1.934
C: -1.839 3.364 -2.178
C: -1.441 2.360 -1.331
F: -1.922 1.086 -1.538
H: 4.046 1.101 -1.083
H: 3.355 0.018 0.141
H: 4.506 1.263 0.608
H: 1.766 1.837 -0.619
H: 3.872 3.730 0.515
H: 2.295 4.226 -0.103
H: 3.477 3.490 -1.187
H: 3.770 2.416 2.456
H: 2.834 2.500 4.745
H: 0.398 2.275 5.057
H: -1.586 2.057 4.367
H: -2.267 0.541 1.824
H: -3.364 0.848 3.171
H: -1.942 -0.168 3.424
H: -2.247 3.145 1.595
H: -1.607 4.118 2.921
H: -3.187 3.341 3.078
H: 0.458 4.027 0.853
H: -0.184 5.871 -0.632
H: -1.654 5.465 -2.585
H: -2.498 3.139 -3.006
Br: -3.829 -1.350 0.905
C: -2.338 -2.146 1.734
C: -2.641 -3.125 2.679
C: -1.633 -3.639 3.465
C: -0.351 -3.137 3.302
C: -0.144 -2.191 2.331
N: -1.102 -1.716 1.522
C: 1.240 -1.617 2.113
O: 2.188 -1.923 2.780
O: 1.239 -0.765 1.112
H: -3.669 -3.432 2.802
H: -1.848 -4.391 4.212
H: 0.496 -3.443 3.902
C: -3.292 -1.266 -3.557
N: -2.948 -2.502 -2.851
C: -3.581 -3.743 -3.300
C: -2.154 -2.494 -1.804
O: -1.641 -1.452 -1.337
H: -3.305 -1.477 -4.624
H: -2.555 -0.503 -3.334
H: -4.278 -0.923 -3.243
H: -4.662 -3.668 -3.193
H: -3.218 -4.574 -2.700
H: -3.336 -3.920 -4.345
H: -1.952 -3.475 -1.358